# 1
Below is a 6-piece molecular cluster, C34H60F3N5O21P3 overall in a non-equilibrium geometry, with properties calculated with wB97M-V/def2-TZVPD.

The LUMO energy comes out at -3.188 eV. The calculation puts the highest occupied orbital energy at -11.36 eV. As for the calculated total energy: -4508.9994 Ha. The calculation puts the orbital gap at 0.300 hartree. The net charge is +1.

CARTESIAN COORDINATES (ANGSTROEM)
C  0.43579  1.39027  2.10895
C  -0.98702  0.99630  1.72660
O  -1.59320  2.07619  0.96975
P  -3.10855  2.43671  1.27375
O  -3.37354  3.82401  0.89643
C  -4.24714  1.38234  0.32722
C  -3.76394  -0.03629  -0.05825
N  -4.81510  -1.03221  0.09023
C  -5.76813  -1.49625  -0.73716
N  -6.03470  -1.09285  -1.99464
N  -7.09398  -1.76715  -2.64275
C  -5.38614  -0.02591  -2.73750
P  -3.94511  -0.70112  -3.66496
O  -4.25217  -0.99973  -5.05911
O  -3.57023  -2.03885  -2.90015
O  -2.66803  0.25062  -3.48460
N  -6.48634  -2.48025  -0.17066
C  -6.01187  -2.63074  1.04858
P  -6.82553  -3.95340  2.03830
C  -8.19712  -3.23624  3.01893
C  -7.86474  -2.74391  4.43619
C  -5.64760  -4.85767  3.10909
C  -6.47586  -5.86348  3.94762
N  -5.00623  -1.75041  1.25938
C  -4.29104  -1.64216  2.50455
F  -3.57566  -0.51649  2.54807
F  -3.45500  -2.68829  2.62531
F  -5.14788  -1.65347  3.52412
O  -3.47757  2.12701  2.78196
C  -2.88183  3.02186  3.75356
C  -3.44445  2.66406  5.12531
H  0.50945  1.57342  3.17023
H  1.18094  0.69066  1.75998
H  0.65306  2.34102  1.63486
H  -0.95406  0.07789  1.14544
H  -1.51992  0.79506  2.64972
H  -5.12335  1.27186  0.95917
H  -4.55314  1.98824  -0.51508
H  -3.39049  -0.03988  -1.06865
H  -2.91003  -0.30554  0.54006
H  -7.77407  -1.06078  -2.90017
H  -6.74391  -2.16659  -3.50943
H  -5.15400  0.85570  -2.14997
H  -6.06729  0.28697  -3.51578
H  -3.26771  -2.65595  -3.57872
H  -2.95478  1.14633  -3.26412
H  -8.59799  -2.40885  2.43954
H  -8.98406  -3.97630  3.05849
H  -7.09165  -3.34280  4.89821
H  -8.73986  -2.72293  5.07256
H  -7.50753  -1.72166  4.37739
H  -4.97300  -5.40260  2.46649
H  -5.08278  -4.23471  3.79034
H  -7.52476  -5.87528  3.67062
H  -6.11064  -6.86887  3.80219
H  -6.40148  -5.60824  4.99482
H  -1.80708  2.87425  3.78826
H  -3.08655  4.05481  3.51433
H  -2.74089  2.08099  5.70189
H  -4.31154  2.02897  4.97181
H  -3.78227  3.53753  5.66528
C  3.41965  4.22104  -0.96582
C  4.00893  3.91198  0.38787
C  5.41724  3.36799  0.35181
O  5.45472  2.53897  1.52485
C  4.19400  2.13959  1.78648
O  3.90389  1.29897  2.57559
O  3.30333  2.82719  1.03019
H  2.44159  4.69032  -0.86113
H  4.06766  4.89667  -1.52306
H  3.28058  3.30480  -1.54036
H  3.94079  4.78645  1.03979
H  6.17439  4.14515  0.41257
H  5.61482  2.74395  -0.52239
C  7.20333  -1.44216  2.62917
C  8.03702  -1.10134  1.41898
C  9.26424  -0.26576  1.70750
O  9.42134  0.47623  0.48817
C  8.20487  0.57628  -0.08819
O  7.94437  1.29127  -1.00107
O  7.31495  -0.23977  0.51869
H  6.39146  -2.11626  2.35723
H  7.81247  -1.92592  3.39264
H  6.75002  -0.54246  3.04677
H  8.30422  -2.00845  0.87047
H  10.15083  -0.86225  1.90547
H  9.11235  0.43951  2.52737
C  7.33685  0.51487  -4.18447
C  8.14550  0.89846  -5.39750
C  9.36127  1.74694  -5.09917
O  9.49569  2.52079  -6.29798
C  8.26861  2.61729  -6.86874
O  7.99467  3.34293  -7.76212
O  7.39727  1.76773  -6.26508
H  6.53066  -0.16572  -4.46061
H  7.96084  0.02669  -3.43771
H  6.87637  1.39457  -3.73657
H  8.42164  0.00958  -5.97154
H  10.25929  1.15971  -4.92443
H  9.20490  2.42585  -4.25759
C  1.79520  -2.75160  3.73673
C  1.62382  -1.76520  4.86462
C  1.07439  -2.35118  6.14697
O  0.36956  -1.23653  6.71631
C  0.00651  -0.42096  5.70418
O  -0.75414  0.48729  5.79838
O  0.61475  -0.78522  4.55300
H  2.27540  -2.27467  2.88246
H  2.40983  -3.59456  4.05130
H  0.82574  -3.12221  3.40053
H  2.55971  -1.23184  5.04644
H  1.84937  -2.69559  6.82633
H  0.36243  -3.16127  5.97116
C  -2.16684  0.55563  -7.02421
C  -0.74155  0.67877  -7.50542
C  -0.05495  1.97624  -7.13889
O  0.87142  2.14977  -8.21354
C  0.37325  1.50032  -9.29920
O  0.79511  1.60037  -10.39790
O  -0.68183  0.72178  -8.93907
H  -2.56398  -0.43306  -7.24551
H  -2.23225  0.71640  -5.95272
H  -2.80588  1.27749  -7.53482
H  -0.15226  -0.18031  -7.17150
H  0.47345  1.92613  -6.18922
H  -0.74162  2.82706  -7.12638


# 2
Below is C34H60N2O2ScSi as an isolated structure in a non-equilibrium geometry, with properties calculated with wB97M-V/def2-TZVPD.

The LUMO energy comes out at -1.884 eV. The calculation puts the highest occupied orbital energy at -10.30 eV. As for the calculated total energy: -2641.5475 Ha. The calculation puts the orbital gap at 0.309 hartree. The net charge is +1. Its relative energy (zero: lowest compared OMol25 entry of this formula, charge and spin) is 0.0 kJ/mol.

CARTESIAN COORDINATES (ANGSTROEM)
O  0.46239  -2.67360  -1.68424
O  -1.08108  -1.84669  -3.47321
C  1.88229  -2.69260  -2.24107
C  2.79714  -3.32922  -1.23432
H  2.10688  -1.63826  -2.42496
H  1.83306  -3.23806  -3.19306
H  2.84201  -2.74962  -0.30132
H  3.81195  -3.35581  -1.64375
H  2.51140  -4.36497  -1.01725
C  -0.14984  -4.03769  -1.39877
C  -0.14450  -4.90103  -2.62986
H  -1.16005  -3.79559  -1.05456
H  0.44857  -4.43890  -0.58114
H  -0.59908  -4.39122  -3.48919
H  -0.72684  -5.80658  -2.42781
H  0.86710  -5.22400  -2.89680
C  -2.49737  -1.70865  -3.17962
C  -0.61437  -1.20055  -4.68437
C  -3.26181  -2.94713  -3.57208
H  -2.86680  -0.82785  -3.72041
H  -2.57738  -1.50940  -2.10206
H  -3.21154  -3.10512  -4.65529
H  -4.31188  -2.81177  -3.29871
H  -2.89259  -3.84179  -3.05665
C  -0.97082  -1.99677  -5.91883
H  0.47124  -1.09055  -4.57020
H  -1.05544  -0.19450  -4.72504
H  -0.72372  -3.05964  -5.81573
H  -0.39929  -1.60113  -6.76049
H  -2.03229  -1.89492  -6.15963
H  -0.16474  -2.21941  -2.39698
N  1.60453  1.19100  2.21679
C  1.47999  2.47894  2.57072
C  0.30786  3.23073  2.34319
C  -0.99362  2.82299  2.00593
C  2.68785  3.15108  3.14874
H  3.49414  3.22846  2.40475
H  3.07142  2.60251  4.01705
H  2.41602  4.16014  3.47047
C  -2.05940  3.86728  1.83460
H  -2.86129  3.74978  2.57572
H  -2.50540  3.82882  0.83037
H  -1.61204  4.85748  1.96515
N  -1.38111  1.52965  1.89248
C  2.77746  0.40228  2.46611
C  3.78828  0.32741  1.48421
C  3.67507  1.04562  0.17265
C  4.93179  -0.42540  1.75750
H  5.71311  -0.47669  0.99898
C  5.07912  -1.07515  2.98312
H  5.98019  -1.65042  3.18672
C  4.07880  -0.98220  3.95112
H  4.19258  -1.46495  4.92273
C  2.91575  -0.25408  3.70372
C  1.83762  -0.17916  4.74108
C  -2.67620  1.07655  2.28110
C  -3.68294  0.88703  1.31303
C  -3.44504  1.21646  -0.12922
C  -4.93736  0.44036  1.73596
H  -5.72457  0.31818  0.99140
C  -5.17376  0.15583  3.08040
H  -6.15151  -0.21420  3.39460
C  -4.16845  0.34555  4.02847
H  -4.34416  0.13775  5.08691
C  -2.91234  0.81199  3.64666
C  -1.83094  1.02631  4.66129
Sc  0.10827  0.37192  1.01862
H  3.47266  0.34986  -0.65753
H  4.62243  1.55553  -0.06519
H  2.89159  1.81331  0.16596
H  1.44354  0.83881  4.86591
H  2.25181  -0.48627  5.71108
H  0.99345  -0.84928  4.52053
H  -4.08457  0.58729  -0.76308
H  -2.40895  1.04328  -0.45297
H  -3.69347  2.26499  -0.36079
H  -0.91643  0.46153  4.43038
H  -2.18259  0.68263  5.64261
H  -1.54840  2.08302  4.76201
H  0.42106  4.30348  2.51203
C  0.33105  0.60944  -1.17027
Si  0.49238  2.29674  -1.97793
H  1.22055  -0.01254  -1.39030
H  -0.54076  0.07433  -1.59224
C  1.73894  2.10755  -3.37558
C  1.08472  3.72539  -0.92227
C  -1.20408  2.77516  -2.62002
H  -1.74730  1.90799  -3.01824
H  -1.10341  3.51549  -3.42589
H  -1.81827  3.22345  -1.82554
H  2.66660  1.63764  -3.02018
H  2.00012  3.09270  -3.78396
H  1.34159  1.49194  -4.19275
H  1.92184  3.48282  -0.25699
H  0.27656  4.14205  -0.30765
H  1.43365  4.52786  -1.59166
C  -0.34268  -1.55933  1.83812
H  0.57265  -2.16738  1.91349
H  -1.03601  -2.05201  1.13598
H  -0.82257  -1.51437  2.82727


# 3
Below is C34H61AlBr2CaCl4IN5O11S3 as an isolated structure in a non-equilibrium geometry, with properties calculated with wB97M-V/def2-TZVPD.

The LUMO energy comes out at -8.165 eV. The calculation puts the highest occupied orbital energy at -9.76 eV. As for the calculated total energy: -11832.8861 Ha. The calculation puts the orbital gap at 0.059 hartree. The net charge is +2.

CARTESIAN COORDINATES (ANGSTROEM)
C  -4.88033  -0.87931  1.25037
C  -4.51969  -1.98440  0.14492
C  -3.63855  -1.42321  -1.11907
Br  -4.08891  0.51126  -1.22858
C  -2.03627  -1.72546  -0.90253
C  -1.31516  -0.67573  -1.86413
C  0.16189  -0.95530  -2.38887
C  1.32254  -0.03110  -1.70207
C  2.46281  0.14589  -2.85724
C  3.93076  0.35187  -2.25471
C  4.46636  -0.85265  -1.34456
C  5.98331  -0.60950  -0.79335
C  6.14936  -1.12908  0.73799
C  6.98821  -0.10099  1.66548
C  6.45594  -0.17219  3.20371
C  5.02085  0.53264  3.41435
C  5.08650  2.14443  3.52750
N  4.44322  2.83729  2.37600
C  3.71869  4.10583  2.42222
C  3.18873  4.52710  1.03823
C  3.64088  3.43271  0.01168
C  4.38122  2.44984  0.96486
O  -1.91104  -1.42238  0.51562
S  -0.45334  -1.75458  1.20378
O  0.47437  -0.53001  1.27209
O  -0.72194  -2.06551  2.66930
C  0.30192  -3.20832  0.28565
S  1.47366  -3.99691  1.47867
C  2.80381  -5.06416  0.67685
O  0.88719  -4.60641  2.71961
O  2.29905  -2.81562  2.01298
C  -0.85598  -4.15755  -0.39618
S  -1.91982  -4.63020  1.12214
C  -0.32943  -5.53200  -1.00158
C  -0.52964  -6.89022  -0.17034
N  0.31596  -7.04836  1.04321
C  -1.88310  -3.28621  -1.29498
I  -1.84949  -3.58607  -3.47386
H  -5.81492  -0.24533  1.00378
H  -3.99099  -0.22905  1.58872
H  -5.18724  -1.47023  2.21562
H  -4.07990  -2.93059  0.61067
H  -5.52979  -2.30827  -0.33680
H  -3.99632  -1.89417  -2.11175
H  -1.98188  -0.58094  -2.80707
H  -1.25597  0.32637  -1.28349
H  0.18907  -0.60123  -3.49598
H  0.49226  -2.05022  -2.44958
H  1.80559  -0.69879  -0.91315
H  0.92396  0.96279  -1.31902
H  2.19371  1.10423  -3.43416
H  2.42054  -0.70625  -3.63970
H  4.06252  1.35569  -1.70698
H  4.64929  0.41078  -3.16350
H  4.40731  -1.88299  -1.84584
H  3.82491  -0.93068  -0.38047
H  6.19251  0.51330  -0.83933
H  6.74564  -1.15243  -1.45858
H  6.66274  -2.16666  0.71493
H  5.14448  -1.28711  1.27047
H  8.06549  -0.49457  1.69463
H  7.00691  0.97038  1.26187
H  7.18033  0.35399  3.93423
H  6.36049  -1.27140  3.53414
H  4.61554  0.14661  4.42845
H  4.25202  0.17881  2.62472
H  6.19169  2.44601  3.68524
H  4.54522  2.50702  4.48418
H  3.49941  4.79695  3.29932
H  2.57679  5.42241  0.69361
H  3.48482  3.34027  -1.11665
H  4.88152  1.45485  0.73574
H  0.99101  -2.73001  -0.51595
H  3.85230  -4.69458  1.00216
H  2.80649  -4.94994  -0.47568
H  2.74799  -6.15412  1.01709
H  -2.93298  -5.44916  0.59630
H  -0.74303  -5.83038  -2.04157
H  0.80780  -5.41547  -1.19729
H  -0.14384  -7.71566  -0.89602
H  -1.63705  -7.19621  -0.02264
H  0.96640  -7.84301  0.91058
H  -0.28649  -7.29617  1.83896
H  -2.91543  -3.76312  -1.06835
N  -4.75382  2.83935  1.61406
O  -5.75360  2.08955  1.62816
O  -3.62644  2.39824  2.03803
O  -4.84730  3.99541  1.19504
Al  -6.39506  -2.90577  2.12587
C  -0.42041  2.04678  4.87315
C  -1.60187  2.17496  3.96048
N  -2.53460  2.27395  3.22594
H  -0.02148  3.03623  5.10271
H  -0.72239  1.55860  5.80142
H  0.35667  1.45047  4.39061
C  6.39154  6.23672  -1.18324
O  6.30075  4.84092  -0.94444
H  7.42547  6.48640  -1.42311
H  5.74956  6.50974  -2.02514
H  6.08617  6.78458  -0.28787
H  5.37555  4.64589  -0.73429
O  -4.10186  3.07853  6.07087
H  -4.43586  2.91973  5.18876
Br  0.42056  1.68486  1.29993
C  -7.04677  -0.64959  -4.16001
Cl  -8.28971  -1.26354  -5.26341
Cl  -7.61068  -0.83111  -2.45980
Cl  -5.54490  -1.56605  -4.38719
Cl  -6.74921  1.07595  -4.49523
N  -7.35763  3.97177  -3.25303
C  -7.66465  5.25572  -3.60693
C  -7.60516  6.03577  -2.47574
C  -7.24331  5.19492  -1.39885
C  -7.09291  3.92559  -1.90391
H  -7.32976  3.18857  -3.88072
H  -7.90040  5.50490  -4.63052
H  -7.79998  7.09677  -2.43096
H  -7.10613  5.48412  -0.36696
H  -6.82266  2.99951  -1.42072
Ca  -7.48508  1.13283  -1.28102
O  -3.44983  1.45527  -4.07081
H  -3.55815  2.25211  -3.53548
H  -4.31010  1.33421  -4.48667


What is the calculated total energy in the second record? -2641.5475 Ha